# 1
Below is a cluster of 9 separate species, C5H28N2O9 in total in a non-equilibrium geometry, with properties calculated with ωB97M-V with the def2-TZVPD basis set.

Positions of all 44 atoms, in Å:
C 0.959 1.745 -0.422
N 0.781 0.445 -1.086
C -0.515 -0.227 -1.137
C -1.569 0.822 -1.602
N -2.772 0.091 -2.100
C -0.861 -0.849 0.217
C -1.945 -1.897 0.324
O -2.994 -1.756 0.942
H 0.404 1.762 0.561
H 1.997 1.893 -0.269
H 0.829 2.576 -1.088
H 1.423 -0.153 -0.561
H -0.486 -1.029 -1.889
H -1.827 1.667 -0.948
H -1.011 1.464 -2.308
H -3.556 0.407 -1.544
H -3.106 0.509 -2.993
H 0.028 -1.209 0.776
H -0.979 -0.117 1.052
H -1.800 -2.890 -0.081
O 3.499 -2.122 -0.001
H 2.918 -2.119 -0.799
H 3.199 -2.842 0.567
O -3.424 0.852 1.598
H -4.346 0.665 1.836
H -3.149 -0.006 1.205
O 2.056 -2.155 -2.250
H 1.642 -1.347 -2.604
H 2.971 -2.007 -2.566
O -1.482 1.842 2.733
H -1.428 2.174 1.839
H -2.385 1.641 2.978
O 1.147 -1.919 2.975
H 0.785 -1.944 3.876
H 1.567 -1.045 3.103
O 3.741 1.144 0.416
H 4.462 1.176 1.073
H 3.578 0.234 0.728
O 0.067 0.786 -4.492
H -0.352 -0.080 -4.552
H -0.456 1.279 -3.858
O 0.916 0.639 3.768
H 0.158 1.258 3.688
H 1.313 0.643 2.893

## Properties
Electronic energy: -27045.0541 eV
Energy relative to the best compared isomer or geometry (same formula, charge and spin): 4.992 eV
SMILES string: CN[C@H](CN)CC=O.O.O.O.O.O.O.O.O
HOMO energy: -9.16 eV
Molecular weight: 260.284 g mol⁻¹
Charge: 0
Kohn-Sham gap: 9.54 eV

# 2
Below is a structure of composition CH4INS in a non-equilibrium geometry, with properties calculated with ωB97M-V with the def2-TZVPD basis set.

Positions of all 8 atoms, in Å:
C 0.566 0.882 0.257
N -0.479 -0.128 -0.352
S 0.048 -1.741 0.175
I -2.416 0.365 0.033
H 0.539 1.841 -0.283
H 0.315 0.763 1.346
H 1.396 0.322 0.009
H 0.031 -2.303 -1.184

## Properties
Electronic energy: -21525.5974 eV
Energy relative to the best compared isomer or geometry (same formula, charge and spin): 1.776 eV
HOMO energy: -8.80 eV
Molecular weight: 189.021 g mol⁻¹
Charge: 0
Kohn-Sham gap: 8.57 eV

# 3
Below is an isolated molecule of C6H10O, with properties calculated with ωB97M-V with the def2-TZVPD basis set.

Positions of all 17 atoms, in Å:
C 0.083 -1.824 0.807
C -0.927 -0.823 0.290
O -1.105 0.278 1.206
C -0.722 1.223 0.214
C 0.808 1.449 0.151
C 0.880 0.551 -1.104
C -0.576 0.114 -0.889
H 1.107 -1.509 0.583
H -0.024 -1.883 1.894
H -0.078 -2.818 0.382
H -1.902 -1.300 0.121
H -1.350 2.119 0.253
H 1.297 1.029 1.034
H 1.139 2.482 0.012
H 0.918 1.167 -2.009
H 1.673 -0.201 -1.171
H -1.152 -0.088 -1.794

## Properties
Electronic energy: -8429.7591 eV
Energy relative to the best compared isomer or geometry (same formula, charge and spin): 1.481 eV
SMILES string: C[C@H]1O[C@H]2CC[C@H]21
HOMO energy: -9.33 eV
Molecular weight: 98.145 g mol⁻¹
Charge: 0
Kohn-Sham gap: 10.43 eV

# 4
Below is a cluster of 2 separate species, C4H13N2O in total in a non-equilibrium geometry, with properties calculated with ωB97M-V with the def2-TZVPD basis set.

Positions of all 20 atoms, in Å:
C 1.247 1.760 1.134
C 1.753 0.753 0.092
C 0.692 -0.004 -0.550
C 0.558 -1.321 -0.406
N -0.691 -2.047 -0.577
N 0.504 2.843 0.476
H 2.081 2.067 1.826
H 0.662 1.135 1.851
H 2.468 0.119 0.571
H 2.505 1.270 -0.540
H -0.165 0.535 -0.969
H 1.453 -1.804 -0.010
H -1.053 -2.032 -1.531
H -0.569 -3.042 -0.323
H -1.372 -1.639 0.064
H -0.371 3.076 0.965
H 0.980 3.710 0.744
H -3.544 -2.590 -0.789
H -3.929 -1.078 -1.069
O -3.209 -1.709 -0.960

## Properties
Electronic energy: -9378.8387 eV
Energy relative to the best compared isomer or geometry (same formula, charge and spin): 2.745 eV
HOMO energy: -12.93 eV
Molecular weight: 105.161 g mol⁻¹
Charge: +1
Kohn-Sham gap: 9.50 eV

# 5
Below is a structure of composition C3H3ClN2S2 in a non-equilibrium geometry, with properties calculated with ωB97M-V with the def2-TZVPD basis set.

Positions of all 11 atoms, in Å:
C -0.452 0.050 0.189
C -1.981 -0.275 0.039
C 2.139 -0.311 -0.216
N -0.283 1.327 0.206
N -2.711 0.782 0.030
S -1.761 2.124 0.243
S 0.640 -1.259 0.320
Cl -2.502 -1.835 0.033
H 2.803 -0.319 0.682
H 1.612 0.628 -0.429
H 2.496 -0.912 -1.098

## Properties
Electronic energy: -40331.8000 eV
Energy relative to the best compared isomer or geometry (same formula, charge and spin): 0.000 eV
HOMO energy: -8.68 eV
Molecular weight: 166.658 g mol⁻¹
Charge: 0
Kohn-Sham gap: 9.08 eV

# 6
Below is a structure of composition C28H28IrN5 in a non-equilibrium geometry, with properties calculated with ωB97M-V with the def2-TZVPD basis set.

Positions of all 62 atoms, in Å:
Ir 1.045 0.297 -0.380
C 0.374 1.804 -3.322
N 0.345 0.474 -2.707
C 1.292 -0.385 -3.419
C -1.021 0.005 -2.639
C -1.637 -0.588 -3.727
C -2.965 -0.994 -3.659
C -3.690 -0.799 -2.491
C -3.114 -0.169 -1.406
C -1.774 0.272 -1.441
N -1.096 0.914 -0.454
C -1.440 1.699 0.600
C -2.678 1.721 1.278
C -2.903 2.582 2.332
C -1.916 3.472 2.738
C -0.679 3.473 2.104
C -0.410 2.588 1.074
N 0.854 2.606 0.374
C 2.049 2.807 1.196
C 0.823 3.646 -0.659
H 0.189 1.717 -4.398
H 1.352 2.266 -3.202
H -0.401 2.440 -2.903
H 0.986 -0.565 -4.456
H 1.401 -1.348 -2.927
H 2.266 0.107 -3.461
H -1.116 -0.701 -4.668
H -3.426 -1.454 -4.520
H -4.713 -1.139 -2.434
H -3.698 -0.058 -0.511
H -3.457 1.033 1.006
H -3.853 2.569 2.844
H -2.104 4.171 3.540
H 0.046 4.217 2.401
H 2.006 3.746 1.761
H 2.927 2.871 0.549
H 2.186 1.993 1.901
H 0.893 4.634 -0.190
H -0.109 3.609 -1.216
H 1.673 3.550 -1.332
C 0.395 -4.210 -1.351
C 0.204 -2.825 -1.330
N 0.610 -2.052 -0.341
C 1.110 -2.632 0.768
C 1.325 -4.030 0.847
C 0.983 -4.816 -0.266
C 1.831 -4.589 2.053
C 2.013 -3.820 3.157
C 1.701 -2.433 3.144
C 1.729 -1.640 4.303
C 1.302 -0.336 4.225
C 0.904 0.172 2.985
N 0.968 -0.520 1.864
C 1.300 -1.824 1.930
H 0.068 -4.784 -2.201
H -0.323 -2.348 -2.142
H 1.152 -5.883 -0.233
H 2.042 -5.647 2.070
H 2.373 -4.248 4.080
H 2.049 -2.079 5.237
H 1.259 0.290 5.101
H 0.497 1.171 2.924

## Properties
Electronic energy: -39751.4400 eV
Energy relative to the best compared isomer or geometry (same formula, charge and spin): 2.331 eV
Spin multiplicity: 2
<S²>: 0.81
HOMO energy (spin up / spin down): -17.32 / -17.32 eV
Molecular weight: 626.784 g mol⁻¹
Charge: +3
Kohn-Sham gap (spin up / spin down): 5.82 / 5.62 eV